Computed, not measured: a cluster of 8 separate species, H18NO7 in total, with ωB97M-V/def2-TZVPD.

Properties
* HOMO: -13.665 eV
* total charge: +1
* orbital gap: 10.163 eV

```
26
H18NO7, DFT ωB97M-V/def2-TZVPD
H 1.988 1.792 -2.621
N -0.243 0.572 -0.268
H 2.193 -2.184 -0.460
H 0.186 0.986 0.540
H 0.859 1.770 -3.627
H -1.845 -1.779 -1.804
H -0.969 1.147 -0.808
O 1.857 -0.719 3.428
H 2.712 2.352 0.346
O -3.463 0.186 -0.381
O 1.070 2.102 -2.707
H -4.219 -0.167 0.068
H -0.826 -0.316 -0.117
H 1.286 -1.263 4.051
O 1.374 -1.931 -0.732
H -2.939 -0.373 -0.869
O 2.654 1.543 0.860
O -2.136 -0.903 -2.033
H 1.397 -0.191 2.703
H -1.966 -0.597 -3.062
H 2.580 2.017 1.601
H -1.055 -1.688 2.643
H 1.241 -1.640 -1.585
O -0.856 -0.808 2.504
H -1.434 -0.233 3.167
H 0.554 0.324 -0.835
```

---

Computed, not measured: a structure of composition C9H15NO2S, with ωB97M-V/def2-TZVPD.

Properties
* HOMO: -9.391 eV
* orbital gap: 9.944 eV

```
28
C9H15NO2S, DFT ωB97M-V/def2-TZVPD
H 0.784 -0.042 2.148
H 1.046 -2.223 -0.995
H -0.043 -2.122 -2.199
C -1.784 0.398 0.543
C -1.317 0.766 -1.812
H -1.103 0.198 -2.822
C -0.495 -1.054 -0.336
C -0.671 -2.081 0.799
C 0.702 0.674 1.225
H -2.425 1.302 0.507
H -2.099 1.382 -2.035
H -2.547 -1.006 -1.131
C 0.439 -1.541 -1.403
C -0.293 0.505 0.180
H -1.126 -1.723 1.626
H 0.851 1.081 -1.529
H -2.210 -0.176 1.351
H 1.080 -0.921 -1.977
S 3.401 1.975 2.676
H -1.222 -2.776 0.300
H 0.247 -2.503 0.892
N 1.592 1.556 1.192
C -1.829 -0.325 -0.851
O 4.284 2.026 1.566
C -0.120 1.343 -1.063
O 3.414 0.684 3.397
H -0.331 2.319 -0.774
H 1.776 2.284 0.523
```

---

Computed, not measured: a structure of composition C30H57CsGeN5O6P2S4Si3, with ωB97M-V/def2-TZVPD.

Properties
* HOMO (spin up / spin down): -1.160 / -1.160 eV
* total charge: -2
* orbital gap (spin up / spin down): 4.279 / 4.246 eV
* multiplicity: 2

```
109
C30H57CsGeN5O6P2S4Si3, DFT ωB97M-V/def2-TZVPD
H 0.810 -0.190 3.214
C -2.319 -5.489 1.196
H 4.087 2.676 4.301
H 4.331 0.813 2.669
H 0.945 -2.834 -3.435
C 2.272 2.647 -2.503
H -3.228 0.934 -2.498
C -0.088 -2.563 -3.636
P 2.177 2.639 2.346
C -5.323 0.970 -2.920
Cs -0.246 1.154 0.361
N 2.374 1.253 3.232
C 3.436 0.301 3.018
C 5.034 -0.057 -0.458
C -4.400 0.815 -0.696
H 3.164 -0.465 2.286
H -3.020 -5.906 1.915
H 5.652 -0.197 0.439
H 2.653 -2.090 -1.210
H -7.474 0.989 -3.070
C -3.019 -2.757 -2.790
H -3.908 -1.855 1.105
H -2.673 -5.754 0.205
H 3.658 -0.189 3.972
C -1.278 4.942 -3.270
N -3.309 0.685 0.087
N 4.636 1.315 -0.639
C -4.233 0.906 -2.096
O 2.205 0.701 0.004
H 1.259 -6.030 -0.876
C 2.788 -3.152 -1.028
H 2.068 5.742 4.037
H 1.735 4.896 -1.160
H -4.295 -3.238 0.105
H 0.374 1.402 3.818
C 1.171 0.663 3.794
H -5.187 1.037 -3.991
H -4.770 0.701 3.084
H 2.547 -6.067 0.316
H -1.822 -5.720 -1.896
H 2.276 1.562 -2.572
H -3.116 -1.679 -2.707
C -5.722 0.835 -0.166
C 3.895 3.731 4.125
C -1.219 -5.193 -2.628
O -2.256 1.112 3.337
H 4.745 4.169 3.586
H -7.824 0.898 -0.634
H -4.628 -3.282 1.830
H -0.147 -1.478 -3.631
H 2.689 -3.657 -1.985
Ge -0.582 -2.374 -0.100
C -5.855 0.797 1.239
H 6.302 2.058 -1.641
H 4.134 -0.658 -0.368
S -0.966 2.261 -3.738
C -4.732 0.713 2.007
S -2.192 4.163 -5.669
H -0.207 -5.579 -2.550
C 1.551 -5.681 0.109
H 1.383 0.335 4.817
H 3.012 5.757 2.534
O 3.421 2.606 1.255
H -6.844 0.831 1.682
Si 1.427 -3.742 0.212
C 2.713 4.459 -0.927
C -1.777 -3.305 3.219
C 2.253 5.204 3.102
H 6.380 2.211 0.132
O 0.893 2.925 1.730
H 3.797 4.243 5.086
N 2.672 3.040 -1.167
H -2.542 -3.720 3.873
O -2.965 6.583 -6.341
H 1.265 3.005 -2.728
C -2.243 0.448 2.294
H -3.755 -3.199 -2.124
C 5.712 2.262 -0.740
S -1.864 6.488 -3.960
C -3.466 0.618 1.384
H 0.870 -6.134 0.823
C 2.206 -3.409 1.949
Si -1.242 -3.283 -2.275
H -0.824 -3.743 3.503
H 5.290 3.263 -0.802
C -6.626 0.952 -2.397
O -1.357 -0.340 1.913
H -1.717 -2.240 3.406
H 2.965 3.055 -3.249
H 5.607 -0.389 -1.329
C -6.821 0.896 -1.045
H 2.936 4.649 0.121
H 1.334 5.159 2.522
H -3.281 -3.040 -3.807
H 2.084 -2.358 2.194
S -0.613 4.993 -1.722
H 3.807 -3.308 -0.678
H 1.679 -3.975 2.712
Si -2.122 -3.558 1.346
N 2.661 3.851 3.394
P 3.116 1.829 -0.156
C -3.919 -2.939 1.079
H -1.365 -5.985 1.342
H 3.475 4.939 -1.558
C -1.426 3.843 -4.072
H -0.332 -2.908 -4.638
H 3.264 -3.654 2.025
H -1.596 -5.449 -3.616
C -2.454 5.887 -5.495
```

---

Computed, not measured: a structure of composition C50H60ClFI2N12, with ωB97M-V/def2-TZVPD.

Properties
* HOMO: -8.268 eV
* orbital gap: 7.536 eV

```
126
C50H60ClFI2N12, DFT ωB97M-V/def2-TZVPD
N 3.996 2.354 0.647
C 0.776 6.414 4.336
N -1.762 -9.377 -4.455
H -3.507 8.772 9.782
N 0.984 7.262 5.390
C -2.237 1.794 -1.323
C 7.016 0.617 -5.020
H -2.775 3.726 0.868
H -0.206 6.269 3.921
H -6.514 -6.456 0.248
H 0.582 -1.698 -0.366
H -3.570 -10.319 -5.081
C -1.682 -11.502 -5.059
C 6.509 -2.042 -5.970
H -0.558 -4.071 -2.675
C 2.961 6.422 4.873
C 5.675 -1.359 -5.023
H -6.479 -9.977 -2.271
C -3.309 7.992 9.069
C -3.282 6.178 7.741
H 2.845 -2.806 0.617
C 2.857 -1.402 -5.628
C -3.989 0.790 -0.331
C 7.817 -1.087 -3.500
I 5.548 -3.697 -2.940
H 0.456 -1.087 3.793
H 1.790 -1.414 -5.547
H -1.394 6.779 6.736
H 0.271 7.795 5.846
C 5.204 3.866 -0.424
F 5.753 0.109 -3.208
H 5.109 5.350 1.252
C -6.233 -9.043 -1.795
C 1.986 5.875 3.992
H -1.520 8.768 8.269
H -1.623 2.513 -1.838
C -2.183 6.938 7.447
H -4.911 6.526 9.239
H -0.993 -6.475 -2.129
H 2.677 7.885 6.530
C 0.934 -1.757 0.649
H -3.225 -3.900 0.543
N -5.183 -7.172 -1.253
C 7.857 -0.773 -2.029
N -2.902 -0.038 -0.272
C -7.938 3.693 1.667
C 4.759 -2.343 -4.346
H -3.545 5.246 7.272
H -2.894 -0.950 0.147
H 9.142 0.802 -1.324
H -4.933 0.497 0.094
C -6.971 -8.384 -0.774
H -4.906 2.430 1.872
H -1.974 -12.479 -5.403
H 0.294 -9.085 -3.962
H 3.640 3.421 2.456
C -1.854 -3.513 -1.112
H -4.495 -6.438 -1.239
H -1.768 7.791 0.798
H 6.927 -1.031 -1.576
N 7.403 1.449 -5.724
H -0.866 0.088 -0.919
H -7.416 1.629 1.200
C -0.376 -11.085 -4.680
H -4.244 2.782 -1.181
H 2.760 -2.417 3.306
H 0.487 6.327 1.195
N -2.237 4.574 0.904
C 4.661 2.612 -0.517
H 4.017 6.213 4.879
H 7.444 1.183 -1.169
C 2.026 -2.105 2.583
H -7.521 5.667 2.280
H -0.667 -0.746 1.585
C -1.827 0.572 -0.869
N 0.210 -1.223 1.680
H 7.877 -2.139 -3.694
H 3.158 -1.637 -6.634
C -2.581 -4.273 -0.235
C -3.997 6.848 8.771
H -2.113 -8.459 -4.259
H 5.085 -0.674 -5.597
C 8.181 0.704 -1.788
H -4.335 -8.402 -2.770
N -2.206 8.039 8.261
C -2.514 -10.427 -4.907
H 0.519 -11.683 -4.679
C -5.139 -8.267 -2.068
H -7.889 -8.717 -0.321
C -1.696 6.719 0.865
H 3.182 -0.406 -5.394
N 7.228 -2.527 -6.754
C 3.475 -2.354 -4.664
H 8.694 -0.649 -3.935
C -6.297 -7.232 -0.464
C -0.884 4.635 1.089
H 2.156 5.169 3.197
C 2.312 7.274 5.723
C 0.867 -1.432 2.861
C -7.112 2.611 1.522
C -3.610 1.935 -0.979
H 5.787 4.358 -1.184
H -0.301 3.739 1.215
H 4.691 1.886 -1.312
H -5.114 5.042 2.553
C -5.800 3.031 1.873
N -1.171 -4.359 -1.936
H -8.996 3.802 1.507
C 2.069 -2.309 1.176
H 3.503 1.505 0.856
C -2.740 5.837 0.761
Cl 9.086 -1.812 -1.253
C 4.849 4.385 0.850
N -7.176 4.746 2.092
C 6.576 -0.453 -4.141
C -5.873 4.353 2.223
C 4.103 3.428 1.485
C -2.319 -5.637 -0.545
H -3.791 5.998 0.595
H 8.192 1.209 -2.739
C -1.443 -5.654 -1.598
H -2.715 -6.503 -0.044
H -1.764 -2.446 -1.221
C -0.515 5.953 1.072
I 2.057 -3.702 -3.892
C -0.459 -9.770 -4.311
```

---

Computed, not measured: the molecule C16H13FN2O2S, with ωB97M-V/def2-TZVPD.

Properties
* SMILES: Cc1ccc(-c2csc(NC(=O)Cc3ccc(F)cc3)n2)o1
* HOMO: -7.808 eV
* orbital gap: 8.356 eV

```
35
C16H13FN2O2S, DFT ωB97M-V/def2-TZVPD
F -1.331 -0.655 -4.513
N 0.518 -0.151 1.169
H 3.995 2.295 0.517
H -2.958 -2.590 -0.806
H -2.539 -2.566 -3.250
H 3.847 -0.262 1.143
C 1.868 1.795 0.650
C 0.046 4.772 -0.146
C 1.754 0.405 1.007
C -2.023 -0.694 -0.463
C -2.445 -1.754 -1.258
C 2.473 3.865 0.101
O -2.570 -2.938 1.912
H -0.214 -3.169 2.026
O 0.741 2.520 0.461
H -1.042 1.205 -0.440
H -0.580 4.445 -0.976
C -2.279 -0.721 1.024
C -2.217 -1.749 -2.622
H 3.051 4.737 -0.131
C 2.798 -0.456 1.208
H 0.496 5.728 -0.393
H -0.594 4.892 0.727
C -1.374 0.383 -1.052
C -1.138 0.402 -2.415
H -1.742 0.096 1.503
C 1.110 3.771 0.126
H -3.351 -0.631 1.217
C 0.578 -1.393 1.474
S 2.225 -2.029 1.608
C 2.968 2.588 0.440
N -0.465 -2.241 1.704
C -1.562 -0.668 -3.181
C -1.828 -2.041 1.591
H -0.630 1.230 -2.886
```

---

Computed, not measured: a structure of composition C4H14N2O, with ωB97M-V/def2-TZVPD.

Properties
* HOMO: -8.462 eV
* orbital gap: 9.294 eV

```
21
C4H14N2O, DFT ωB97M-V/def2-TZVPD
H 0.948 1.483 -2.410
H -0.867 -1.915 2.186
N 0.745 1.368 -0.310
H 0.453 -0.511 3.762
C -0.075 -0.368 -1.890
H -0.098 1.980 -0.205
H -1.063 -0.450 -3.662
H 0.214 -1.168 -1.220
C 0.962 0.693 -1.626
C -0.745 -0.843 1.975
H -0.007 -1.659 -3.534
O 0.287 -0.639 1.060
N -0.143 -0.687 -3.345
H -1.691 -0.480 1.572
H 0.518 0.355 0.530
H 1.923 0.192 -1.683
H 1.576 1.844 0.004
H -1.253 -0.154 4.028
C -0.428 -0.077 3.284
H -0.215 0.990 3.044
H -1.041 0.045 -1.559
```

---

The records above yield max |F| values of 6.29, 4.85, 3.69, 3.82, 1.30, 2.42 eV Å⁻¹, respectively.
The records above yield energy values of -591.911110, -955.227205, -7143.900388, -3753.620758, -1375.570223, -345.500165 Ha, respectively.